59
Properties=species:S:1:pos:R:3:mulliken_charge:R:1 method="wB97M-V/def2-TZVPD" de_lowest_kcal_mol=13.1 gap_ev=5.05 total_energy_ev=-116415.971 total_charge=0 e_homo_ev=-6.34
Na 0.83654 0.59120 -1.34350 0.7086
C -0.05037 -5.92750 -0.17157 -1.3057
C -0.19015 -4.81937 -1.17992 0.6193
C -0.93311 -4.96030 -2.34607 -0.4233
C -1.03890 -3.90525 -3.23523 -0.5173
C -0.38235 -2.73031 -2.90793 0.0735
Br -0.50965 -1.23397 -4.06612 -0.1504
N 0.33780 -2.56044 -1.82039 -0.1383
C 0.42574 -3.59038 -0.97890 -0.2979
H -0.52833 -6.84040 -0.52392 0.3745
H -0.51148 -5.65410 0.77890 0.2847
H 0.99864 -6.15160 0.02564 0.3383
H -1.43266 -5.89774 -2.56150 0.3630
H -1.61093 -3.98343 -4.14786 0.4014
H 1.02552 -3.42276 -0.08690 0.4146
O -1.87731 -1.71539 5.59436 -0.6485
N -0.84718 -1.83360 4.96947 1.0764
O 0.17615 -2.30225 5.42612 -0.6377
C -0.82604 -1.31386 3.57130 -0.7974
C -2.00026 -0.83498 3.13155 -0.4815
C -2.14403 -0.32693 1.80538 1.1569
C -3.36510 0.18751 1.33362 -0.7030
C -3.43435 0.66744 0.05566 -0.9876
C -2.27675 0.61711 -0.73910 -0.4388
N -1.13227 0.12363 -0.32062 0.1320
C -1.04864 -0.33373 0.94297 -0.3146
C 0.23768 -0.83405 1.42507 -0.0978
N 1.27275 -0.78438 0.55864 0.1726
C 2.44919 -1.21637 0.94820 -0.9738
C 2.68595 -1.71708 2.23126 -0.5950
C 1.65224 -1.77001 3.12626 -0.4772
C 0.36748 -1.32706 2.74161 1.0575
H -2.85193 -0.84528 3.79766 0.6050
H -4.22712 0.20235 1.98976 0.4595
H -4.34718 1.08462 -0.34495 0.4260
H -2.27928 1.01043 -1.75081 0.4926
H 3.25043 -1.16206 0.21857 0.5211
H 3.67514 -2.05032 2.51290 0.4499
H 1.81778 -2.14558 4.11910 0.6221
C 2.32171 3.54207 2.08541 -0.9465
C 2.08032 4.79326 1.53655 -0.4362
C 1.55214 4.87967 0.26705 -0.7326
C 1.25572 3.72128 -0.46939 0.5338
N 1.50844 2.51254 0.07113 -0.0489
C 2.01808 2.44674 1.30199 -0.0726
C 0.65702 3.78720 -1.84778 1.5432
C 0.30743 5.04346 -2.36767 -0.6969
C -0.25676 5.15373 -3.62609 -0.7170
C -0.47248 4.00128 -4.37268 -0.6210
C -0.11940 2.76760 -3.83938 -0.2497
C 0.45674 2.58886 -2.56557 -0.7311
H 2.73408 3.41809 3.07748 0.4150
H 2.30474 5.69433 2.09452 0.4171
H 1.37103 5.85286 -0.16004 0.2784
H 2.20145 1.44844 1.69098 0.2736
H 0.45880 5.95798 -1.80788 0.1795
H -0.52400 6.12733 -4.01926 0.3661
H -0.91402 4.07554 -5.36200 0.3838
H -0.30470 1.89393 -4.46608 0.0984



46
Properties=species:S:1:pos:R:3:mulliken_charge:R:1 method="wB97M-V/def2-TZVPD" de_lowest_kcal_mol=9.6 gap_ev="4.58 / 4.55" total_energy_ev=-145444.888 total_charge=+1 e_homo_ev="-11.32 / -11.31"
Pt -0.27798 0.41314 0.30028 0.6154
Cl 5.39032 -0.06040 4.76409 -0.1400
C 3.87646 -0.20387 4.01390 0.5805
C 3.80289 -0.24951 2.60784 -0.3410
Cl 5.23431 -0.21589 1.67608 -0.1622
C 2.57101 -0.33728 2.00054 0.8031
Cl 2.41835 -0.44916 0.29316 -0.1838
C 1.36496 -0.33675 2.74636 -0.2573
O 0.19862 -0.31450 2.20412 -0.7639
C 1.47277 -0.35037 4.17097 0.5251
Cl 0.02573 -0.43646 5.05278 -0.1382
C 2.71120 -0.28321 4.78854 -0.1388
Cl 2.82223 -0.28158 6.49324 -0.1394
C -3.90460 -3.44716 0.65354 -0.5865
C -2.51343 -3.29157 0.55037 -1.0495
C -1.96692 -2.04138 0.41404 -0.6176
C -2.78455 -0.89035 0.37917 1.4737
C -2.26849 0.44024 0.23079 0.5306
C -3.10511 1.52784 0.15400 -0.4257
C -4.49643 1.33618 0.20355 -1.0154
C -5.02379 0.08472 0.36501 -0.7775
C -4.19190 -1.05410 0.45832 0.8673
C -4.72550 -2.35304 0.60389 -0.8791
H -4.32113 -4.43935 0.75941 0.4058
H -1.87558 -4.16464 0.56286 0.4314
H -0.88121 -1.97146 0.31288 0.3001
H -2.71036 2.53106 0.05562 0.3398
H -5.14736 2.19721 0.13514 0.4219
H -6.09650 -0.05316 0.41614 0.4091
H -5.79992 -2.46836 0.66974 0.4151
C -1.62520 1.62662 -2.94760 -1.1735
Ge -0.25326 2.72313 -2.07792 0.5662
C -0.74526 4.61651 -2.20805 -1.1594
C 1.48581 2.34223 -2.89368 -1.1248
C -0.04427 2.38024 -0.09974 -1.0874
H -1.50307 1.75451 -4.02428 0.4256
H -2.63273 1.94753 -2.68284 0.3530
H -1.53542 0.56403 -2.71950 0.3865
H -0.88041 4.87305 -3.25914 0.3808
H 0.01962 5.26909 -1.79055 0.3775
H -1.68455 4.80659 -1.68906 0.3886
H 1.46195 2.61221 -3.94960 0.3856
H 1.72304 1.27934 -2.82888 0.3457
H 2.28767 2.90722 -2.41919 0.3693
H -0.71133 2.99229 0.50469 0.5382
H 0.99424 2.58358 0.18415 0.5250



11
Properties=species:S:1:pos:R:3:mulliken_charge:R:1 method="wB97M-V/def2-TZVPD" de_lowest_kcal_mol=176.2 gap_ev="7.93 / 8.13" total_energy_ev=-10244.622 total_charge=0 e_homo_ev="-9.09 / -9.15"
C 1.08243 -0.22596 0.45896 0.5142
C -1.10996 -1.20833 -0.28452 -1.0006
C 0.05021 -1.05642 0.64440 -0.2657
N 1.89949 0.44387 -0.08368 -0.4518
N 1.11020 2.13981 -0.31080 0.7994
O 0.03121 2.03250 0.23484 -0.4213
O 1.64789 2.99085 -0.93462 -0.4527
H -1.84736 -0.52113 -0.04128 0.3071
H -1.72592 -2.12705 -0.01776 0.3127
H -0.96579 -1.29742 -1.32914 0.3757
H -0.17240 -1.17072 1.66360 0.2829



42
Properties=species:S:1:pos:R:3:mulliken_charge:R:1 method="wB97M-V/def2-TZVPD" gap_ev="4.20 / 4.30" total_energy_ev=-54594.209 total_charge=+1 e_homo_ev="-10.45 / -10.48"
Rh -0.04270 0.41650 -0.14360 0.1559
Cl 3.74930 0.05490 5.77860 -0.2171
C 3.24610 0.03330 4.15130 0.5830
C 4.20020 -0.03530 3.14790 -0.4717
C 3.83950 -0.08770 1.81180 -0.4539
I 5.25900 -0.17710 0.28400 0.1286
C 2.47350 -0.06360 1.40160 1.1739
O 2.11830 -0.07450 0.20230 -0.5836
C 1.48710 -0.01020 2.46980 0.0593
N 0.20820 -0.00570 2.08060 -0.1075
C -0.75680 0.05760 2.97170 -0.2428
C -0.49160 0.08990 4.34210 -0.9238
C 0.81440 0.09710 4.77470 -0.5621
C 1.85620 0.04620 3.83200 0.0706
H 5.24620 -0.06080 3.41870 0.4295
H -1.76360 0.07900 2.58420 0.4350
H -1.30870 0.10680 5.04390 0.4410
H 1.04900 0.14770 5.82630 0.4569
C -0.87340 -2.02140 -1.34940 -1.0926
N -2.31980 -1.91170 -1.34290 0.2032
C -3.02700 -2.91090 -2.11930 -1.2246
C -2.86700 -0.94000 -0.56720 0.7354
O -2.08910 -0.25410 0.15890 -0.5670
N -4.17580 -0.62500 -0.51290 0.1101
C -4.55260 0.53720 0.27910 -1.1408
C -5.35630 -1.32630 -0.97100 -0.9192
H -0.55850 -2.54200 -2.25100 0.4321
H -0.49930 -2.56180 -0.47090 0.2829
H -0.38290 -0.99340 -1.36850 0.7893
H -2.30160 -3.56400 -2.59690 0.3844
H -3.62700 -2.45440 -2.90690 0.4053
H -3.64400 -3.54160 -1.47700 0.4150
H -3.68170 1.15130 0.49040 0.2359
H -5.00900 0.22590 1.22110 0.3681
H -5.27900 1.12400 -0.28330 0.3978
H -5.14380 -2.21430 -1.54350 0.3327
H -5.94860 -0.64820 -1.58900 0.3210
H -5.96020 -1.61010 -0.10450 0.3344
O 1.25860 3.90720 -0.98380 -0.5431
N 0.82050 2.83900 -0.72070 1.5134
O 0.63630 1.94810 -1.58520 -0.6251
O 0.50060 2.51540 0.45160 -0.5196



19
Properties=species:S:1:pos:R:3:mulliken_charge:R:1 method="wB97M-V/def2-TZVPD" de_lowest_kcal_mol=78.2 smiles="C#CCNC(=O)CC=O.O" gap_ev=10.31 total_energy_ev=-13997.219 total_charge=0 e_homo_ev=-9.91
C 0.59405 1.52690 -3.64641 0.0744
C 0.95011 1.19449 -2.53850 -0.3429
C 1.21630 0.73856 -1.16536 -0.8139
N 0.10601 0.02079 -0.56612 -0.3229
C -0.22471 -1.44714 -0.88168 0.6412
O 0.42846 -2.05553 -1.72187 -0.5695
C -0.90584 -2.21039 0.24078 -0.4445
C -0.15136 -3.43936 0.67974 -0.0428
O 0.19754 -3.62601 1.82089 -0.4623
H 0.25424 1.67521 -4.65627 0.3903
H 1.46337 1.60676 -0.53868 0.3728
H 2.09019 0.07295 -1.17111 0.2848
H -0.30893 0.42440 0.26348 0.3184
H -1.86892 -2.57052 -0.16092 0.2720
H -1.14195 -1.58722 1.11178 0.3203
H -0.00823 -4.21847 -0.09852 0.3341
O -2.24028 -0.06017 -2.18602 -0.6669
H -3.05097 -0.35061 -1.73118 0.2855
H -1.74401 0.61365 -1.47853 0.3717